ORCA calculation (ωB97M-V/def2-TZVPD) on a single C5H7N molecule.

Computed properties:
Max |F| (eV/A): 0.8
SMILES: C=C=NCC=C
Energy above the lowest of the compared OMol25 structures with the same formula, charge and spin (eV): 2.198
Orbital gap (hartree): 0.36663

Each line ends with the natural charge from an NBO analysis.
CARTESIAN COORDINATES (ANGSTROEM)
N (0.8609, -0.6999, 1.2212)  -0.428
C (1.5149, -0.2351, 0.2974)  0.423
C (2.2404, 0.2466, -0.6824)  -0.646
C (-1.1601, 0.4544, 0.3161)  -0.207
C (-0.6148, -0.6429, 1.1872)  -0.271
C (-1.5081, 0.2787, -0.9541)  -0.368
H (2.4767, -0.3753, -1.5378)  0.240
H (2.5844, 1.2736, -0.6579)  0.241
H (-1.1852, 1.4524, 0.7527)  0.202
H (-0.9512, -0.5333, 2.2223)  0.211
H (-0.9594, -1.6226, 0.8375)  0.209
H (-1.4620, -0.7021, -1.4245)  0.192
H (-1.8367, 1.1056, -1.5777)  0.203

Force components x, y, z for each atom (eV/Å):
N 0.44 0.30 -0.57
C -0.21 -0.13 0.27
C -0.04 -0.04 0.09
C 0.00 -0.01 -0.17
C -0.27 -0.06 0.02
C 0.01 0.01 0.15
H 0.00 0.05 0.14
H -0.02 -0.14 0.04
H -0.01 -0.12 -0.07
H 0.06 -0.01 -0.15
H 0.04 0.13 0.04
H -0.03 0.12 0.10
H 0.03 -0.11 0.12